[1]
{
  "formula": "CH3N3Si",
  "method": "ωB97M-V with the def2-TZVPD basis set",
  "largest_force_ev_per_a": 2.71,
  "total_energy_ev": -13430.3326,
  "e_above_lowest_kj_mol": 0.00,
  "species": ["C", "N", "N", "N", "Si", "H", "H", "H"],
  "positions_angstrom": [[0.0532, 1.0904, -0.0756], [-1.1796, 1.0460, 0.0378], [-1.7219, -0.3131, -0.0071], [-0.9071, -1.2355, -0.0434], [0.8277, -0.6277, -0.0041], [0.3676, 2.1109, -0.0724], [1.3323, -1.3321, -1.1804], [1.2277, -0.7390, 1.3452]],
  "lowdin_charge": [-0.320, -0.042, -0.106, -0.152, 0.680, 0.049, -0.051, -0.059]
}

=====

[2]
{
  "formula": "C4H8FNO2",
  "method": "ωB97M-V with the def2-TZVPD basis set",
  "largest_force_ev_per_a": 5.23,
  "total_energy_ev": -12572.4855,
  "e_above_lowest_kj_mol": 765.03,
  "species": ["C", "C", "C", "C", "H", "H", "H", "H", "H", "H", "H", "H", "N", "O", "O", "F"],
  "positions_angstrom": [[-0.3154, -0.0011, -1.0160], [0.2685, -1.1218, -0.0421], [1.4759, -0.1726, 0.2424], [0.4168, 0.9961, -0.2491], [-2.0013, 1.4621, -0.8542], [-2.0932, -0.9712, 0.0239], [0.3015, -0.0155, -1.9077], [0.1666, -2.2465, -0.2071], [-0.3589, -1.3271, 1.7689], [1.8568, -0.2292, 1.3410], [0.9006, 1.7304, -0.9699], [-0.5786, 1.1573, 1.6402], [-1.7108, 0.0086, -1.1436], [-0.7507, -0.9172, 1.0116], [-0.1608, 1.7033, 0.8610], [2.5832, -0.0555, -0.4993]],
  "lowdin_charge": [-0.504, -0.183, -0.209, -0.291, 0.240, 0.287, 0.139, 0.164, 0.094, 0.172, 0.168, 0.146, -0.022, -0.145, -0.089, 0.030]
}

=====

[3]
{
  "formula": "Ca2H2O2Rb",
  "method": "ωB97M-V with the def2-TZVPD basis set",
  "largest_force_ev_per_a": 1.37,
  "total_energy_ev": -41636.4692,
  "total_charge": 3,
  "e_above_lowest_kj_mol": 31.83,
  "species": ["Rb", "Ca", "Ca", "O", "H", "O", "H"],
  "positions_angstrom": [[-0.7861, -1.0123, 3.4595], [1.5654, -0.9004, -0.9158], [-1.5349, 0.6839, -0.2659], [0.3797, 0.2302, 0.8013], [0.5878, 0.6870, 1.6177], [-0.1686, 0.1145, -1.8708], [-0.0433, 0.1971, -2.8260]],
  "lowdin_charge": [1.031, 1.719, 1.673, -0.708, -0.052, -0.682, 0.019]
}

=====

[4]
{
  "formula": "C4H11N2O",
  "method": "ωB97M-V with the def2-TZVPD basis set",
  "largest_force_ev_per_a": 3.44,
  "total_energy_ev": -9343.6806,
  "total_charge": 1,
  "e_above_lowest_kj_mol": 499.43,
  "species": ["C", "C", "C", "C", "N", "N", "O", "H", "H", "H", "H", "H", "H", "H", "H", "H", "H", "H"],
  "positions_angstrom": [[0.5841, -2.3606, 0.2463], [-0.5593, 2.2918, -0.1476], [-1.3163, -2.4103, -1.2814], [1.4076, 2.4498, 1.2166], [-0.3422, -1.7618, -0.4377], [0.3216, 1.7417, 0.5512], [-0.3429, -0.4663, -0.4942], [1.3558, -1.8376, 0.7773], [0.7710, -3.3580, 0.4343], [-0.5065, 3.3975, -0.5057], [-1.3725, 1.6207, -0.3926], [-2.2042, -1.9110, -1.2813], [-1.1285, -2.5401, -2.3168], [-1.5119, -3.3776, -0.9988], [1.8885, 1.8335, 1.9903], [1.9949, 2.8492, 0.5010], [0.8161, 3.2164, 1.6567], [0.1446, 0.6227, 0.4824]],
  "lowdin_charge": [0.159, 0.105, 0.034, 0.013, -0.271, -0.046, -0.144, 0.102, 0.083, 0.167, 0.104, 0.079, 0.111, 0.084, 0.119, 0.066, 0.093, 0.143]
}

=====

[5]
{
  "formula": "C17H18IO2Pt",
  "method": "ωB97M-V with the def2-TZVPD basis set",
  "largest_force_ev_per_a": 1.81,
  "total_energy_ev": -33330.2558,
  "total_charge": 3,
  "species": ["Pt", "C", "C", "C", "C", "C", "C", "C", "C", "C", "C", "H", "H", "H", "H", "H", "H", "H", "H", "H", "H", "H", "H", "H", "H", "I", "C", "C", "C", "C", "C", "C", "C", "O", "O", "H", "H", "H", "H"],
  "positions_angstrom": [[0.8406, -0.6429, -0.5229], [-1.3617, 2.9462, -2.6589], [-1.6524, 1.6470, -1.8757], [-3.0279, 1.0701, -2.2152], [-0.5507, 0.6713, -2.1011], [-0.7483, -0.7028, -2.4034], [0.3623, -1.5468, -2.6548], [1.7001, -1.0966, -2.6920], [2.8478, -1.9735, -3.0702], [1.9287, 0.2608, -2.2987], [0.8325, 1.0710, -1.9279], [-2.2251, 3.6013, -2.5594], [-1.2222, 2.7484, -3.7220], [-0.5016, 3.4963, -2.2803], [-1.6197, 1.8868, -0.8000], [-3.0921, 0.7867, -3.2675], [-3.7830, 1.8329, -2.0396], [-3.2978, 0.2138, -1.5955], [-1.7452, -1.1211, -2.4452], [0.1985, -2.5993, -2.8601], [3.3660, -2.3492, -2.1842], [3.5742, -1.4031, -3.6493], [2.5149, -2.8293, -3.6543], [2.9369, 0.6509, -2.2252], [1.0371, 2.0604, -1.5375], [-0.1885, -0.6000, 8.0741], [-0.0014, -0.6056, 6.0516], [0.3799, 0.5803, 5.4056], [0.5157, 0.5645, 4.0320], [0.2705, -0.6203, 3.3332], [-0.1126, -1.7977, 3.9825], [-0.2527, -1.7975, 5.3561], [0.4426, -0.6497, 1.8751], [0.3178, -1.7071, 1.1750], [0.7724, 0.4073, 1.1840], [0.5681, 1.4855, 5.9666], [0.8168, 1.4618, 3.5082], [-0.2948, -2.7026, 3.4185], [-0.5457, -2.6983, 5.8784]],
  "lowdin_charge": [1.459, -0.011, -0.353, -0.039, -0.161, 0.031, -0.029, -0.284, 0.020, -0.039, -0.071, 0.107, 0.109, 0.087, 0.170, 0.109, 0.105, 0.091, 0.145, 0.159, 0.121, 0.119, 0.113, 0.161, 0.153, 1.462, -0.653, -0.058, 0.063, -0.053, 0.067, -0.057, -0.504, -0.033, -0.066, 0.129, 0.148, 0.151, 0.129]
}

=====

[6]
{
  "formula": "C9H32BF4HfN10O9",
  "method": "ωB97M-V with the def2-TZVPD basis set",
  "largest_force_ev_per_a": 6.02,
  "total_energy_ev": -56022.9217,
  "total_charge": 3,
  "species": ["Hf", "B", "F", "F", "F", "F", "C", "C", "O", "O", "H", "H", "H", "H", "H", "H", "C", "C", "O", "O", "H", "H", "H", "H", "H", "H", "C", "O", "N", "N", "H", "H", "H", "H", "C", "O", "N", "N", "H", "H", "H", "H", "C", "O", "N", "N", "H", "H", "H", "H", "C", "O", "N", "N", "H", "H", "H", "H", "C", "O", "N", "N", "H", "H", "H", "H"],
  "positions_angstrom": [[10.4619, 16.4231, 10.3722], [10.0854, 7.2778, 5.2048], [10.6225, 6.2482, 4.4981], [10.4508, 7.5090, 6.5070], [9.4871, 8.2414, 4.5298], [10.6577, 14.8606, 11.3552], [9.8308, 15.8999, 7.0159], [10.8466, 14.8587, 7.3832], [10.9559, 14.6098, 8.7908], [10.0368, 16.8356, 8.1617], [8.7872, 15.6410, 7.0022], [10.0879, 16.3337, 6.0527], [11.8458, 15.2779, 6.9952], [10.7043, 13.9394, 6.8958], [10.9961, 13.5562, 8.8682], [9.9094, 17.7833, 7.9108], [6.7352, 5.5442, 5.7838], [6.8035, 6.9428, 6.3770], [6.0444, 7.8098, 5.6091], [7.5962, 5.5246, 4.6386], [5.6952, 5.5759, 5.4493], [7.0255, 4.7448, 6.4602], [7.8439, 7.2722, 6.4345], [6.4081, 6.9374, 7.3614], [6.5368, 8.1143, 4.8148], [8.1524, 4.7807, 4.7323], [7.1005, 15.7240, 11.1890], [8.1340, 16.0040, 10.5068], [5.9898, 16.3690, 10.8048], [7.0213, 14.7809, 12.0886], [6.0019, 17.0205, 10.0440], [5.1657, 16.0997, 11.2957], [6.1782, 14.3067, 12.3845], [7.8639, 14.3250, 12.4297], [12.5804, 17.8214, 9.5669], [11.4520, 18.4147, 10.0971], [12.5314, 16.5531, 9.7964], [13.3433, 18.4796, 8.7816], [13.0848, 15.9106, 9.2327], [18.0466, 11.8368, 5.3445], [14.3616, 18.2816, 8.8536], [13.1505, 19.4527, 8.4982], [11.1735, 10.6723, 8.7573], [10.9142, 11.8462, 8.7446], [11.4324, 9.8869, 7.5910], [11.5363, 10.0740, 9.9105], [11.0250, 10.2652, 6.7400], [11.4021, 8.9021, 7.4721], [11.1409, 10.3762, 10.7777], [11.6473, 9.0540, 9.8427], [9.8320, 17.9036, 13.2657], [9.9592, 16.9397, 12.4272], [10.7112, 18.9065, 13.2652], [8.8924, 17.9140, 14.2254], [11.4005, 19.1424, 12.4975], [10.7943, 19.4446, 14.0719], [8.2556, 17.1380, 14.4509], [8.5968, 18.7074, 14.7524], [17.6560, 11.9702, 7.1991], [17.8374, 12.4860, 6.0659], [18.4708, 11.9426, 8.2367], [16.4970, 11.1986, 7.2525], [19.3182, 12.4866, 8.2443], [18.2246, 11.2715, 8.9654], [16.3617, 10.6775, 6.4044], [16.5191, 10.3128, 7.7818]],
  "lowdin_charge": [1.858, -0.746, 0.234, 0.185, 0.273, -0.370, -0.089, -0.205, -0.198, -0.193, 0.131, 0.142, 0.154, 0.113, 0.123, 0.149, -0.192, -0.278, -0.043, -0.048, 0.129, 0.129, 0.091, 0.113, 0.113, 0.063, -0.617, -0.127, 0.210, 0.223, 0.131, 0.119, 0.142, 0.139, -0.673, -0.216, 0.000, 0.211, 0.104, 0.210, 0.161, 0.157, -0.612, 0.035, 0.160, 0.167, 0.102, 0.052, 0.112, 0.124, -0.542, -0.146, 0.210, 0.213, 0.151, 0.103, 0.144, 0.125, -0.466, 0.202, 0.285, 0.185, 0.161, 0.164, 0.119, 0.140]
}